The following is a quantum chemistry calculation of an isolated ion of composition C10H14F2N and charge +1, from the Open Molecules 2025 dataset.

SMILES = C[NH2+]C1=C[C@@]1(C)/C=C\C/C(F)=C/F
Highest occupied orbital energy = -12.06 eV
LUMO energy = -3.69 eV
Frontier orbital gap = 8.378 eV
ΔE to the lowest compared entry with this formula, charge and spin = 381.2 kJ/mol
Spin multiplicity = 1
Total charge = +1

Element x y z (Å)
C -1.915 1.764 1.137
C -0.858 1.786 0.316
C -3.453 0.075 0.258
C -3.693 -1.271 -0.004
C -2.877 0.788 1.463
C -1.006 -0.213 -1.486
C -0.160 0.822 -0.592
C -0.186 -0.706 -0.572
C 1.065 1.468 -1.049
C 1.549 -1.784 0.744
N 0.056 -1.724 0.287
F -4.232 0.781 -0.535
F -4.277 -1.546 -1.105
H -2.301 2.625 1.438
H -0.433 2.762 0.202
H -2.721 0.138 2.322
H -3.753 1.322 1.915
H -3.283 -2.011 0.861
H -1.638 -0.250 -2.341
H 1.559 1.682 -0.141
H 0.790 2.477 -1.510
H 1.688 0.946 -1.733
H 1.777 -2.451 1.521
H 2.122 -2.257 -0.045
H 1.899 -0.702 0.907
H -0.562 -1.784 1.152
H -0.158 -2.516 -0.251

Table of Mulliken atomic charges, one value per atom, all in e: number 1, C, carries -0.68; number 2, C, carries -0.37; number 3, C, carries 0.37; number 4, C, carries -0.06; number 5, C, carries -0.86; number 6, C, carries -0.93; number 7, C, carries 1.61; number 8, C, carries -0.22; number 9, C, carries -2.08; number 10, C, carries -0.78; number 11, N, carries 0.11; number 12, F, carries -0.30; number 13, F, carries -0.24; number 14, H, carries 0.45; number 15, H, carries 0.32; number 16, H, carries 0.44; number 17, H, carries 0.35; number 18, H, carries 0.24; number 19, H, carries 0.43; number 20, H, carries 0.57; number 21, H, carries 0.37; number 22, H, carries 0.39; number 23, H, carries 0.43; number 24, H, carries 0.34; number 25, H, carries 0.27; number 26, H, carries 0.43; number 27, H, carries 0.40

The following is a quantum chemistry calculation of a single C10H14F3IO4 molecule, from the Open Molecules 2025 dataset.

SMILES = CCCO[C@H]1OC(=O)O[C@]1(C[C@@H](C)I)C(F)(F)F
Highest occupied orbital energy = -9.49 eV
LUMO energy = 0.60 eV
Frontier orbital gap = 10.093 eV
Spin multiplicity = 1
Total charge = 0

Element x y z (Å)
C 3.989 -0.319 0.692
C 3.295 1.059 0.672
C 2.461 1.350 -0.576
O 1.046 1.235 -0.392
C 0.621 0.064 0.129
O 0.194 0.173 1.528
C -0.403 -1.018 1.770
O -0.577 -1.497 2.841
O -0.779 -1.586 0.595
C -0.658 -0.556 -0.443
C -1.896 0.336 -0.371
C -3.206 -0.271 0.119
C -4.279 0.815 0.149
I -3.943 -1.900 -1.079
C -0.397 -1.260 -1.801
F 0.886 -1.058 -2.181
F -0.577 -2.572 -1.749
F -1.161 -0.759 -2.772
H 3.421 -1.019 1.310
H 4.991 -0.267 1.107
H 4.020 -0.764 -0.304
H 4.057 1.832 0.773
H 2.674 1.148 1.565
H 2.630 2.375 -0.899
H 2.783 0.711 -1.402
H 1.356 -0.744 0.155
H -1.682 1.163 0.310
H -2.082 0.783 -1.347
H -3.107 -0.675 1.124
H -4.095 1.502 0.976
H -4.323 1.354 -0.798
H -5.258 0.363 0.302

Table of Mulliken atomic charges, one value per atom, all in e: number 1, C, carries -1.08; number 2, C, carries -0.43; number 3, C, carries -0.47; number 4, O, carries -0.51; number 5, C, carries -0.80; number 6, O, carries -0.43; number 7, C, carries 0.56; number 8, O, carries -0.55; number 9, O, carries -0.46; number 10, C, carries 2.17; number 11, C, carries -1.64; number 12, C, carries -0.17; number 13, C, carries -1.37; number 14, I, carries 0.08; number 15, C, carries 0.41; number 16, F, carries -0.28; number 17, F, carries -0.24; number 18, F, carries -0.26; number 19, H, carries 0.28; number 20, H, carries 0.33; number 21, H, carries 0.30; number 22, H, carries 0.43; number 23, H, carries 0.32; number 24, H, carries 0.35; number 25, H, carries 0.25; number 26, H, carries 0.59; number 27, H, carries 0.37; number 28, H, carries 0.65; number 29, H, carries 0.40; number 30, H, carries 0.37; number 31, H, carries 0.35; number 32, H, carries 0.45

The following is a quantum chemistry calculation of C10H14IrN2P as an isolated structure, from the Open Molecules 2025 dataset.

<S²> = 8.7654
Highest occupied orbital energy (alpha / beta) = -8.49 / -12.18 eV
LUMO energy (alpha / beta) = -2.12 / -6.25 eV
Frontier orbital gap (alpha / beta) = 6.375 / 5.929 eV
ΔE to the lowest compared entry with this formula, charge and spin = 116.8 kJ/mol
Spin multiplicity = 6
Total charge = +1

Element x y z (Å)
C 1.490 -0.326 -2.892
C 0.474 0.606 -3.373
C -0.803 -0.072 -3.297
C -0.573 -1.371 -2.698
C 0.861 -1.527 -2.523
Ir -0.036 0.222 -1.444
P 0.064 2.388 -0.851
H 2.550 -0.108 -2.800
H 0.649 1.595 -3.785
H -1.763 0.287 -3.650
H 1.363 -2.409 -2.127
H -1.322 -2.130 -2.485
H -1.104 3.019 -0.326
H 0.397 3.277 -1.917
H 1.091 2.720 0.077
N -0.377 -0.983 4.617
C -0.288 -0.618 3.315
C 0.834 -0.990 2.545
C 0.874 -0.655 1.204
N -0.148 0.005 0.626
C -1.243 0.355 1.327
C -1.312 0.128 2.694
H 0.325 -1.576 5.036
H -1.188 -0.745 5.165
H 1.664 -1.537 2.980
H 1.716 -0.913 0.548
H -2.040 0.853 0.764
H -2.156 0.505 3.267

Table of Mulliken atomic charges, one value per atom, all in e: number 1, C, carries -0.46; number 2, C, carries -0.43; number 3, C, carries -0.56; number 4, C, carries -0.56; number 5, C, carries -0.39; number 6, Ir, carries 0.52; number 7, P, carries -0.11; number 8, H, carries 0.36; number 9, H, carries 0.65; number 10, H, carries 0.42; number 11, H, carries 0.42; number 12, H, carries 0.43; number 13, H, carries 0.12; number 14, H, carries 0.11; number 15, H, carries 0.10; number 16, N, carries -0.37; number 17, C, carries 1.29; number 18, C, carries -0.59; number 19, C, carries -0.48; number 20, N, carries -0.51; number 21, C, carries -0.30; number 22, C, carries -0.77; number 23, H, carries 0.23; number 24, H, carries 0.22; number 25, H, carries 0.35; number 26, H, carries 0.41; number 27, H, carries 0.53; number 28, H, carries 0.35

The following is a quantum chemistry calculation of a single C10H14N2SSi molecule, from the Open Molecules 2025 dataset.

Highest occupied orbital energy (alpha / beta) = -7.02 / -7.02 eV
LUMO energy (alpha / beta) = -0.40 / -0.40 eV
Frontier orbital gap (alpha / beta) = 6.615 / 6.616 eV
ΔE to the lowest compared entry with this formula, charge and spin = 168.1 kJ/mol
Spin multiplicity = 1
Total charge = 0

Element x y z (Å)
C -3.790 1.827 0.230
C -2.428 2.274 0.598
C -3.862 0.588 -0.288
C -1.383 1.473 0.455
C -2.778 -0.341 -0.250
C -1.484 0.123 0.059
C -1.850 -2.443 -0.481
C 1.949 -2.282 -0.127
C 1.941 0.527 1.574
C 1.417 0.093 -1.570
N -2.874 -1.668 -0.558
N -0.527 -0.733 0.258
Si 1.216 -0.538 0.204
S -1.268 -3.875 -0.387
H -4.651 2.455 0.422
H -2.330 3.262 1.088
H -4.805 0.190 -0.619
H -0.395 1.663 0.770
H 1.629 -3.063 0.680
H 1.386 -2.544 -0.951
H 2.990 -2.297 -0.420
H 1.920 0.242 2.650
H 2.926 0.868 1.529
H 1.314 1.389 1.618
H 1.430 -0.616 -2.399
H 0.556 0.735 -1.742
H 2.407 0.557 -1.406
H -3.665 -2.013 -0.999

Table of Mulliken atomic charges, one value per atom, all in e: number 1, C, carries -0.68; number 2, C, carries -0.58; number 3, C, carries -0.63; number 4, C, carries -0.23; number 5, C, carries -0.17; number 6, C, carries 1.30; number 7, C, carries 0.41; number 8, C, carries -1.07; number 9, C, carries -1.31; number 10, C, carries -0.92; number 11, N, carries -0.03; number 12, N, carries -0.41; number 13, Si, carries 0.21; number 14, S, carries -0.29; number 15, H, carries 0.38; number 16, H, carries 0.32; number 17, H, carries 0.32; number 18, H, carries 0.06; number 19, H, carries 0.24; number 20, H, carries 0.32; number 21, H, carries 0.37; number 22, H, carries 0.39; number 23, H, carries 0.49; number 24, H, carries 0.41; number 25, H, carries 0.29; number 26, H, carries 0.32; number 27, H, carries 0.29; number 28, H, carries 0.20

The following is a quantum chemistry calculation of an isolated ion of composition C10H14N3O and charge +1, from the Open Molecules 2025 dataset.

SMILES = CC1(C)NC(=[NH2+])N(c2ccccc2)O1
Highest occupied orbital energy = -12.23 eV
LUMO energy = -3.12 eV
Frontier orbital gap = 9.107 eV
ΔE to the lowest compared entry with this formula, charge and spin = 240.1 kJ/mol
Spin multiplicity = 1
Total charge = +1

Element x y z (Å)
C -4.038 -0.606 -0.161
C -3.683 0.630 0.405
C -3.041 -1.451 -0.651
C -2.329 0.885 0.664
C -1.665 -1.207 -0.490
C -1.348 0.007 0.134
C 0.813 1.402 -0.247
C 2.083 -0.479 0.123
C 2.554 -1.505 -0.927
C 2.910 -0.295 1.409
N 2.043 0.917 -0.373
N -0.001 0.316 0.479
N 0.262 2.611 -0.504
O 0.815 -0.839 0.368
H -5.100 -0.874 -0.316
H -4.348 1.409 0.805
H -3.330 -2.421 -1.089
H -2.032 1.733 1.340
H -0.938 -1.876 -0.833
H 3.629 -1.897 -0.895
H 2.415 -0.957 -1.874
H 1.871 -2.442 -0.959
H 4.011 -0.269 1.288
H 2.611 -1.012 2.156
H 2.621 0.593 1.839
H 2.878 1.406 -0.714
H 0.820 3.291 -0.962
H -0.486 2.930 -0.015

Table of Mulliken atomic charges, one value per atom, all in e: number 1, C, carries -0.49; number 2, C, carries -0.67; number 3, C, carries -0.50; number 4, C, carries -0.37; number 5, C, carries -0.24; number 6, C, carries 0.40; number 7, C, carries 0.29; number 8, C, carries 1.29; number 9, C, carries -1.27; number 10, C, carries -1.61; number 11, N, carries -0.18; number 12, N, carries 0.07; number 13, N, carries -0.27; number 14, O, carries -0.33; number 15, H, carries 0.35; number 16, H, carries 0.35; number 17, H, carries 0.35; number 18, H, carries 0.46; number 19, H, carries 0.52; number 20, H, carries 0.32; number 21, H, carries 0.34; number 22, H, carries 0.26; number 23, H, carries 0.41; number 24, H, carries 0.35; number 25, H, carries 0.49; number 26, H, carries 0.24; number 27, H, carries 0.25; number 28, H, carries 0.19

The following is a quantum chemistry calculation of an isolated ion of composition C10H14N3S and charge +1, from the Open Molecules 2025 dataset.

SMILES = C/[NH+]=C(\C)N(S)/N=C\c1ccccc1
Highest occupied orbital energy = -12.07 eV
LUMO energy = -3.64 eV
Frontier orbital gap = 8.430 eV
ΔE to the lowest compared entry with this formula, charge and spin = 273.9 kJ/mol
Spin multiplicity = 1
Total charge = +1

Element x y z (Å)
C -0.148 1.981 -4.069
C -0.245 2.525 -2.790
C -0.154 0.628 -4.286
C -0.403 1.706 -1.677
C -0.163 -0.200 -3.237
C -0.198 0.295 -1.894
C 0.089 -0.772 -0.968
C -0.209 -0.655 2.275
C -0.672 -1.087 3.679
C 2.200 -1.095 2.845
N -0.188 -1.080 0.189
N -0.969 -0.471 1.140
N 1.072 -0.690 2.018
S -2.360 0.552 1.002
H -0.118 2.669 -4.880
H -0.377 3.529 -2.599
H -0.190 0.404 -5.405
H -0.455 2.188 -0.719
H -0.515 -1.200 -3.293
H 0.881 -1.411 -1.298
H -0.787 -0.247 4.321
H 0.071 -1.751 4.188
H -1.635 -1.562 3.641
H 2.496 -0.292 3.507
H 1.866 -1.883 3.579
H 3.053 -1.402 2.321
H 1.327 -0.319 1.023
H -3.267 -0.361 1.386

Table of Mulliken atomic charges, one value per atom, all in e: number 1, C, carries -0.26; number 2, C, carries -0.83; number 3, C, carries -0.50; number 4, C, carries -0.27; number 5, C, carries -0.57; number 6, C, carries 0.69; number 7, C, carries -0.12; number 8, C, carries 0.79; number 9, C, carries -1.16; number 10, C, carries -0.88; number 11, N, carries -0.68; number 12, N, carries 0.15; number 13, N, carries -0.07; number 14, S, carries -0.07; number 15, H, carries 0.38; number 16, H, carries 0.45; number 17, H, carries 0.28; number 18, H, carries 0.37; number 19, H, carries 0.39; number 20, H, carries 0.50; number 21, H, carries 0.33; number 22, H, carries 0.34; number 23, H, carries 0.32; number 24, H, carries 0.36; number 25, H, carries 0.28; number 26, H, carries 0.35; number 27, H, carries 0.24; number 28, H, carries 0.18

Going through the records in order, we get largest force on an atom values of 7.305; 1.165; 4.648; 3.861; 4.839; 3.859 eV/Å.